# 1
{"formula": "C2H8N3", "method": "wB97M-V/def2-TZVPD", "symbols": ["C", "C", "N", "N", "N", "H", "H", "H", "H", "H", "H", "H", "H"], "xyz": [[-0.223, 2.503, 0.387], [0.452, -1.379, 0.070], [-0.133, 0.896, 0.095], [0.507, -0.045, 0.714], [-0.545, -1.318, -0.957], [-0.876, 2.997, -0.291], [0.330, 2.837, 1.233], [1.446, -1.589, -0.344], [0.245, -2.105, 0.866], [1.114, 0.131, 1.503], [-1.423, -1.755, -0.707], [-0.241, -1.666, -1.857], [-0.652, 0.492, -0.712]], "atomic_forces_ev_per_a": [[0.72, -7.20, -0.95], [0.22, -0.51, -0.06], [-0.66, 7.43, 0.98], [0.02, -0.03, 0.12], [-0.12, -0.45, -0.16], [-0.28, 0.11, -0.32], [0.19, 0.15, 0.31], [-0.25, 0.01, 0.02], [-0.01, 0.14, -0.20], [-0.14, 0.29, -0.10], [0.10, -0.04, 0.01], [0.06, 0.02, 0.13], [0.15, 0.08, 0.23]], "molar_mass_g_mol": 74.11, "smiles": "C=[NH+]NCN", "charge": 1, "homo_lumo_gap_ha": [0.3369, 0.3349]}

***

# 2
{"formula": "C2H8N3", "method": "wB97M-V/def2-TZVPD", "symbols": ["C", "C", "N", "N", "N", "H", "H", "H", "H", "H", "H", "H", "H"], "xyz": [[2.489, 0.373, -0.019], [-1.410, -1.290, -0.030], [-2.853, 0.492, -0.019], [-0.638, 0.885, 0.016], [-1.656, 0.140, -0.010], [2.449, -0.039, -1.012], [2.683, 1.422, 0.121], [2.373, -0.270, 0.836], [-0.843, -1.572, 0.857], [-0.831, -1.547, -0.916], [-2.367, -1.808, -0.044], [-3.079, 1.483, 0.002], [-0.806, 1.889, 0.038]], "atomic_forces_ev_per_a": [[-1.23, 0.12, 0.01], [0.09, -1.17, -0.02], [-1.53, -1.25, 0.01], [3.41, 0.65, 0.08], [-1.28, 1.09, -0.04], [0.02, -0.10, -0.27], [0.07, 0.30, 0.04], [0.03, -0.17, 0.23], [-0.07, 0.17, -0.01], [-0.06, 0.17, 0.01], [0.13, 0.21, 0.00], [0.92, 0.27, -0.01], [-0.48, -0.29, -0.04]], "molar_mass_g_mol": 74.11, "charge": 1, "homo_lumo_gap_ha": [0.1928, 0.1740]}

***

# 3
{"formula": "C2H8N3O", "method": "wB97M-V/def2-TZVPD", "symbols": ["C", "C", "N", "N", "N", "O", "H", "H", "H", "H", "H", "H", "H", "H"], "xyz": [[-1.245, -0.002, 0.129], [1.962, 0.386, 0.408], [-2.406, -0.623, 0.007], [-0.108, -0.641, -0.111], [0.898, 0.163, -0.554], [-1.170, 1.288, 0.139], [1.577, 0.794, 1.332], [2.591, -0.513, 0.443], [2.702, 1.159, 0.059], [-2.489, -1.661, -0.221], [-3.256, -0.198, 0.229], [-0.099, -1.686, -0.185], [1.192, 0.102, -1.543], [-0.149, 1.431, -0.131]], "atomic_forces_ev_per_a": [[-1.01, 0.68, -2.11], [2.26, 0.25, -0.97], [0.87, -2.86, 0.05], [0.15, -2.61, -0.28], [1.00, 1.67, -0.37], [0.92, -0.04, 0.32], [-0.12, -0.53, 0.40], [-0.29, 0.07, 0.94], [-1.06, -0.51, -0.14], [0.49, 2.12, 0.58], [-1.29, 1.05, 0.46], [0.26, 1.42, 0.06], [-0.56, -0.45, 0.83], [-1.61, -0.26, 0.24]], "molar_mass_g_mol": 90.11, "smiles": "CN/[NH+]=C(/N)O", "charge": 1, "homo_lumo_gap_ha": 0.4295}

***

# 4
{"formula": "C2H8N3O", "method": "wB97M-V/def2-TZVPD", "symbols": ["C", "C", "N", "N", "N", "O", "H", "H", "H", "H", "H", "H", "H", "H"], "xyz": [[-0.882, -0.779, 0.648], [-1.632, 0.269, 0.038], [1.982, -0.238, 0.378], [1.562, -0.330, -0.992], [-2.232, 1.394, 0.110], [-1.380, -0.689, -0.752], [2.225, 0.105, -1.636], [-1.382, -1.525, 1.256], [2.095, 0.749, 0.597], [0.214, -0.676, 0.753], [1.498, -1.312, -1.243], [2.888, -0.682, 0.541], [-2.236, 1.911, 0.987], [-2.720, 1.802, -0.685]], "atomic_forces_ev_per_a": [[0.55, 0.00, 1.07], [0.58, -0.70, 1.20], [0.62, 0.03, 0.04], [0.12, 0.20, -0.34], [-0.45, 0.62, -0.49], [-0.77, 0.19, -1.37], [-0.05, -0.20, 0.23], [-0.23, 0.07, -0.14], [-0.03, -0.18, -0.03], [-0.38, 0.02, -0.04], [0.02, 0.15, 0.09], [-0.15, 0.15, -0.09], [0.04, -0.22, -0.24], [0.13, -0.12, 0.11]], "molar_mass_g_mol": 90.11, "charge": 1, "homo_lumo_gap_ha": 0.3535}

***

# 5
{"formula": "C2H8N3O", "method": "wB97M-V/def2-TZVPD", "symbols": ["C", "C", "N", "N", "N", "O", "H", "H", "H", "H", "H", "H", "H", "H"], "xyz": [[-1.214, 0.194, -0.034], [3.167, -0.683, 0.254], [-2.208, -0.610, 0.302], [0.025, -0.215, -0.208], [-1.465, 1.539, -0.325], [2.636, 0.300, -0.201], [2.581, -1.622, 0.194], [4.043, -0.505, 0.829], [-2.360, -1.579, 0.515], [-3.088, -0.271, -0.038], [0.325, -1.178, -0.164], [-2.392, 1.905, -0.337], [-0.935, 2.362, -0.576], [0.886, 0.362, -0.211]], "atomic_forces_ev_per_a": [[1.46, 2.46, -1.34], [1.58, -4.95, 1.33], [-1.87, 0.96, -0.59], [1.48, -0.37, 0.41], [-1.07, -1.48, 0.61], [-2.63, 5.18, -2.57], [0.68, 0.09, 0.31], [0.94, -0.38, 0.90], [1.52, -0.40, 0.11], [-0.57, 0.44, 0.19], [-0.86, -0.18, 0.22], [-1.03, -0.65, 0.51], [1.57, -1.09, -0.02], [-1.21, 0.35, -0.06]], "multiplicity": 3, "molar_mass_g_mol": 90.11, "charge": 1, "homo_lumo_gap_ha": [0.2737, 0.3314]}

***

# 6
{"formula": "C2H8N3O2", "method": "wB97M-V/def2-TZVPD", "symbols": ["C", "C", "N", "N", "N", "O", "O", "H", "H", "H", "H", "H", "H", "H", "H"], "xyz": [[2.023, -1.017, 1.484], [0.808, -0.215, 1.214], [0.212, -0.422, -0.120], [-2.296, 0.469, -2.424], [-0.570, 0.411, -0.722], [-2.425, 1.663, -1.959], [-0.823, 1.506, -0.353], [2.826, -0.851, 0.805], [2.366, -0.765, 2.577], [1.658, -2.052, 1.463], [-0.031, -0.611, 1.962], [0.990, 0.984, 1.226], [0.012, -1.363, -0.617], [-1.549, 0.560, -3.205], [-3.201, 1.702, -1.330]], "atomic_forces_ev_per_a": [[-0.04, -0.42, 2.34], [-2.08, 2.68, 1.19], [-1.08, -1.86, -2.01], [1.30, 1.21, 0.07], [-0.66, -0.77, -0.85], [-0.53, -0.85, -0.94], [0.52, 0.65, 1.04], [0.62, 0.08, -0.49], [-0.59, -0.59, -2.14], [0.78, -0.07, 0.10], [1.63, 1.52, -1.31], [-0.63, -2.96, 0.42], [1.15, 1.69, 1.54], [-1.11, 0.03, 1.38], [0.74, -0.35, -0.34]], "molar_mass_g_mol": 106.10, "charge": 1, "homo_lumo_gap_ha": [0.2814, 0.3157]}

***

# 7
{"formula": "C2H8N3O2", "method": "wB97M-V/def2-TZVPD", "symbols": ["C", "C", "N", "N", "N", "O", "O", "H", "H", "H", "H", "H", "H", "H", "H"], "xyz": [[0.168, 1.807, 0.981], [1.649, 0.378, -0.231], [0.447, 1.065, 0.017], [-0.983, -0.480, -0.905], [-1.810, -0.739, -0.012], [-0.090, -1.253, -1.378], [-1.650, -1.916, 0.657], [-0.872, 2.358, 0.995], [0.759, 1.973, 1.822], [-2.273, -1.783, 1.422], [2.312, 0.597, 0.669], [1.420, -0.698, -0.248], [2.075, 0.478, -1.331], [-1.004, 0.451, -1.503], [-0.148, -2.238, -0.956]], "atomic_forces_ev_per_a": [[-4.02, 1.08, -1.13], [1.56, -1.15, -0.74], [0.20, 0.89, -0.02], [3.27, 5.72, -5.82], [-6.76, 0.01, 6.07], [2.62, -6.73, -0.82], [0.37, 0.48, 0.01], [1.93, -1.34, -0.01], [1.57, 0.38, 1.22], [0.69, -0.37, -0.98], [-0.13, -0.31, -1.49], [0.39, 0.32, 0.55], [-0.66, 0.68, 2.51], [-0.90, -2.77, 1.88], [-0.13, 3.11, -1.22]], "multiplicity": 3, "molar_mass_g_mol": 106.10, "charge": 1, "homo_lumo_gap_ha": [0.2813, 0.2347]}

***

# 8
{"formula": "C2H8N3O3", "method": "wB97M-V/def2-TZVPD", "symbols": ["C", "C", "N", "N", "N", "O", "O", "O", "H", "H", "H", "H", "H", "H", "H", "H"], "xyz": [[1.287, 0.999, -0.062], [-1.235, -1.423, -0.318], [2.248, 1.350, 0.783], [-0.003, 1.143, 0.201], [-0.862, 0.679, -0.764], [1.611, 0.466, -1.210], [-0.109, -1.726, 0.288], [-1.404, -1.904, -1.536], [-2.071, -1.231, 0.343], [2.054, 1.823, 1.649], [3.209, 1.232, 0.501], [-0.330, 1.545, 1.076], [-1.784, 1.078, -0.637], [0.774, 0.373, -1.732], [0.517, -2.137, -0.334], [-2.297, -1.780, -1.891]], "atomic_forces_ev_per_a": [[-0.61, 0.07, 0.18], [0.45, 2.15, -0.66], [0.22, -0.13, -0.26], [0.40, 0.42, 0.49], [-0.89, -2.52, -0.22], [0.27, 0.11, 0.08], [-0.16, -0.31, -0.20], [0.15, -0.25, 0.32], [-0.01, -0.15, -0.07], [-0.03, -0.03, -0.01], [-0.07, 0.03, 0.02], [0.23, -0.14, -0.18], [0.18, 0.46, 0.05], [-0.10, 0.15, 0.23], [-0.10, 0.07, 0.07], [0.06, 0.06, 0.17]], "molar_mass_g_mol": 122.10, "charge": 1, "homo_lumo_gap_ha": 0.3442}

***

# 9
{"formula": "C2H8N3O7P3", "method": "wB97M-V/def2-TZVPD", "symbols": ["C", "C", "N", "N", "N", "O", "O", "O", "O", "O", "O", "O", "P", "P", "P", "H", "H", "H", "H", "H", "H", "H", "H"], "xyz": [[1.038, 0.667, -2.479], [0.772, 1.812, -1.388], [-0.415, -1.838, -0.444], [-1.061, -3.059, 1.810], [-0.330, -0.637, 1.828], [-0.117, 0.088, -3.022], [1.919, 2.210, -0.900], [-0.114, 2.758, -1.624], [-1.438, -4.274, 2.428], [0.043, 0.551, 2.554], [-1.244, -1.725, 3.932], [-0.194, 0.788, -0.144], [-1.026, -3.167, 0.116], [0.559, -0.662, 0.269], [-0.078, -2.016, 2.907], [1.645, 1.249, -3.103], [1.823, -0.026, -2.072], [-0.676, -0.080, -2.237], [1.768, 2.944, -0.369], [-0.838, 2.476, -2.184], [-2.086, -4.029, 3.057], [-0.173, 1.236, 1.925], [-1.938, -1.546, 3.371]], "atomic_forces_ev_per_a": [[0.20, 0.72, 2.47], [-1.37, -4.37, -0.68], [0.11, -0.87, 0.22], [0.67, 0.35, -0.31], [0.29, -0.50, 0.15], [0.42, 0.93, 0.69], [0.39, -1.77, -0.87], [0.43, 0.89, 0.29], [1.43, -0.59, -1.01], [0.52, -0.83, 0.73], [1.60, -0.64, 2.73], [2.11, -0.24, -1.32], [-0.15, 0.86, -0.07], [-1.62, 1.73, 0.40], [1.08, -0.04, -1.41], [0.30, 0.67, -2.28], [-1.17, 0.14, 0.16], [0.11, -0.41, -0.32], [-0.18, 2.44, 1.78], [-0.23, -0.52, -0.16], [-1.22, 0.41, 1.05], [-0.33, 0.43, -0.60], [-3.38, 1.22, -1.64]], "molar_mass_g_mol": 279.02, "charge": 0, "homo_lumo_gap_ha": 0.2968}

***

# 10
{"formula": "C2H8N3OS", "method": "wB97M-V/def2-TZVPD", "symbols": ["C", "C", "N", "N", "N", "O", "S", "H", "H", "H", "H", "H", "H", "H", "H"], "xyz": [[-0.583, 0.249, -0.141], [2.837, 1.056, -0.107], [-2.332, 0.336, 0.236], [-0.332, -0.926, -0.388], [-1.054, -1.998, 0.029], [-0.197, 1.379, -0.158], [2.420, -0.617, -0.603], [3.627, 1.148, 0.691], [1.983, 1.424, 0.422], [3.053, 1.912, -0.878], [-2.616, -0.176, 1.100], [-2.678, -0.113, -0.596], [-2.551, 1.315, 0.112], [-0.955, -2.704, -0.605], [-0.621, -2.285, 0.886]], "atomic_forces_ev_per_a": [[-2.04, 5.69, 1.29], [1.55, 1.43, -0.30], [0.60, -1.03, -0.01], [2.32, -3.11, -1.53], [0.46, 2.23, 1.92], [0.47, -1.23, -0.22], [-0.30, 0.97, 0.16], [-0.45, -0.74, -0.89], [-1.08, 0.18, 0.31], [-0.53, -2.16, 0.80], [-0.03, 0.99, -1.01], [-0.68, -0.60, -0.03], [-0.12, 0.32, 0.89], [0.10, -2.35, -2.26], [-0.27, -0.58, 0.89]], "molar_mass_g_mol": 122.17, "charge": 1, "homo_lumo_gap_ha": [0.2188, 0.2611]}

***

# 11
{"formula": "C2H8N3S", "method": "wB97M-V/def2-TZVPD", "symbols": ["C", "C", "N", "N", "N", "S", "H", "H", "H", "H", "H", "H", "H", "H"], "xyz": [[-0.633, 0.480, -0.205], [-1.017, -0.726, -0.913], [1.775, 1.139, -0.314], [0.408, 1.279, 0.025], [-0.623, -1.885, -0.312], [-2.151, 0.717, 0.345], [-0.155, -0.035, 1.629], [-1.652, -0.698, -1.754], [2.053, 0.906, -1.349], [2.444, 1.668, 0.265], [0.036, 2.130, 0.544], [0.309, -0.292, 2.188], [0.213, -1.826, 0.304], [-1.005, -2.857, -0.453]], "atomic_forces_ev_per_a": [[0.98, 2.04, -0.96], [1.41, -2.62, 2.77], [0.02, -1.06, -1.69], [-0.34, 0.77, -0.53], [0.46, 0.05, -0.80], [-0.96, 0.11, 0.09], [0.85, -0.76, 1.77], [-0.37, -0.05, -0.92], [-1.13, 1.12, 2.84], [-0.96, -0.38, -0.60], [1.37, -1.09, -0.80], [-0.52, 0.17, -0.49], [-1.19, -0.16, -0.49], [0.38, 1.85, -0.19]], "molar_mass_g_mol": 106.17, "charge": 1, "homo_lumo_gap_ha": 0.3128}

***

# 12
{"formula": "C2H8N4", "method": "wB97M-V/def2-TZVPD", "symbols": ["C", "C", "H", "H", "H", "H", "H", "H", "H", "H", "N", "N", "N", "N"], "xyz": [[0.426, -1.439, -0.664], [-0.555, 0.156, 0.543], [1.529, -1.642, -0.253], [-0.335, -2.037, -0.326], [0.469, -1.874, -1.884], [1.304, 1.382, 0.009], [0.605, 1.339, -1.623], [-1.442, 1.968, -0.006], [-1.115, 1.685, 1.678], [-0.478, -1.410, 1.710], [0.072, -0.107, -0.681], [1.143, 0.793, -0.974], [-0.785, 1.591, 0.764], [-0.839, -0.406, 1.705]], "atomic_forces_ev_per_a": [[5.00, -2.93, -5.47], [-1.15, 3.97, 4.18], [-2.54, 0.27, -0.50], [-1.57, -1.41, 1.46], [0.23, 1.28, 3.28], [-0.58, -1.51, -3.63], [0.88, 1.44, -0.23], [1.38, -0.47, 1.93], [-0.95, 0.29, 1.30], [-0.66, 1.43, 0.10], [-1.26, -0.06, 2.67], [-0.03, 1.19, 2.66], [-0.36, -0.60, -4.79], [1.61, -2.89, -2.98]], "molar_mass_g_mol": 88.11, "smiles": "[H]/N=C(/N)N(C)N", "charge": 0, "homo_lumo_gap_ha": 0.3732}

***

Asked for ΔE to the lowest compared entry with this formula, charge and spin across the records above, the calculation gives 460.7 773.0 225.2 428.7 0.0 810.0 445.2 132.6 108.6 395.3 361.4 312.3 kJ/mol in order.